(1)
Below is 2 unconnected molecules or ions with the total composition C3H7NO2 at a distorted geometry, with properties calculated with ωB97M-V/def2-TZVPD.

Computed properties:
E_tot ... -8805.2991 eV
Lowest unoccupied orbital energy ... 0.241 eV

Structure (ORCA input):
```
! wB97M-V def2-TZVPD RIJCOSX def2/J DEFGRID3
* xyz 0 1
H -1.73 -1.29 1.14
H 1.94 -1.55 -0.57
H -2.47 -0.96 -0.51
O 1.63 -1.04 0.19
H 0.85 2.17 1.03
H -1.25 -2.27 -0.32
C -0.03 0.60 -0.09
N 0.31 -0.68 -0.17
O -1.27 0.79 -0.04
C 0.96 1.72 0.05
C -1.63 -1.33 0.06
H 1.98 1.36 -0.06
H 0.73 2.48 -0.70
*
```

=====

(2)
Below is a molecular structure, C26H23Cl2N10NaO2 at a distorted geometry, with properties calculated with ωB97M-V/def2-TZVPD.

Computed properties:
E_tot ... -75796.3578 eV
Lowest unoccupied orbital energy ... 3.640 eV

Structure (ORCA input):
```
! wB97M-V def2-TZVPD RIJCOSX def2/J DEFGRID3
* xyz -2 1
C 1.77 -2.35 -1.21
N -2.00 -2.04 -2.08
C 2.12 2.26 0.75
H 1.79 -1.97 -3.35
C -3.08 4.04 -2.57
H -3.90 2.08 -2.70
N 1.81 -0.54 2.71
C -2.04 -3.32 -2.37
H 0.17 -1.95 -2.57
N 3.24 2.40 5.76
C 2.73 1.41 5.45
H 5.60 0.86 1.46
H 2.47 3.67 2.31
C -3.13 0.02 -1.27
H -3.11 -5.19 -2.40
C -3.08 2.68 -2.33
N -0.93 -1.10 1.58
H -1.14 -3.73 -2.81
N -2.03 0.68 -1.55
C -2.05 2.05 -1.63
C 0.81 2.93 0.39
C 1.97 -0.17 3.80
N 1.06 -1.89 -0.05
O 0.57 4.01 0.95
H -1.81 -0.89 2.03
C -2.04 4.82 -2.08
H 0.66 -3.86 0.50
Cl -4.37 4.76 -3.50
N 1.21 -0.24 -2.23
H -5.17 -4.14 -1.43
N 0.08 2.26 -0.50
O -4.21 0.45 -0.83
C -4.23 -2.21 -1.30
C 3.78 0.75 0.33
H 1.55 -1.14 0.42
C 2.89 2.84 1.76
N 2.57 1.22 0.05
C -3.07 -1.47 -1.55
H -1.14 -3.16 2.16
H 4.10 -0.10 -0.27
H -5.08 -1.69 -0.87
H -1.47 -2.75 0.45
C 1.21 -1.65 -2.45
N 1.25 -1.34 6.94
H -0.21 4.83 -1.01
C -1.01 4.22 -1.38
H 2.13 0.15 -2.10
C 2.12 0.21 5.12
H 0.70 0.28 -2.93
H 2.85 -2.15 -1.15
C -0.98 2.85 -1.13
Na -0.21 0.11 -0.43
C 4.15 2.35 2.04
C 1.65 -0.63 6.11
C -0.83 -2.52 1.31
H 1.64 -3.43 -1.32
C 0.62 -2.85 0.92
H -0.17 -0.84 2.21
C 4.62 1.28 1.29
H 4.76 2.79 2.81
C -4.27 -3.55 -1.60
Cl -2.02 6.54 -2.34
C -3.14 -4.14 -2.15
H 1.24 -2.83 1.82
*
```

=====

(3)
Below is a molecular structure, C34H28IN10O2SSeTi at a distorted geometry, with properties calculated with ωB97M-V/def2-TZVPD.

Computed properties:
E_tot ... -162109.8506 eV
Lowest unoccupied orbital energy (alpha / beta) ... -0.980 / -1.021 eV

Structure (ORCA input):
```
! wB97M-V def2-TZVPD RIJCOSX def2/J DEFGRID3
* xyz 0 2
C -0.01 -0.47 -3.91
C 2.79 0.51 -2.38
H 3.04 -1.93 -4.91
H 3.25 -5.03 -3.34
C -3.36 4.75 -0.36
H -2.13 -6.38 1.40
C 0.97 4.59 1.89
H 0.60 1.72 5.76
I 2.25 -1.53 0.47
N 0.15 2.75 0.61
C -1.74 -5.39 1.64
H 3.55 -3.64 -2.27
Se 2.09 1.71 -1.19
C 1.61 0.77 4.11
C -0.71 1.43 4.10
N 0.40 -1.76 -4.14
H -4.99 3.19 -1.91
Ti 0.03 0.52 -0.07
C 3.89 -0.03 4.21
C -1.88 -1.91 0.23
C -1.54 -3.05 1.13
C -0.44 -3.96 3.07
H 2.08 -3.13 -5.83
H 4.54 -1.21 2.51
H -0.39 1.19 -5.02
H -0.21 -2.18 -1.83
C -2.40 5.40 0.48
O -0.92 -1.00 0.07
N 2.03 -3.37 -3.72
N -0.07 0.08 -2.76
C 3.74 -0.61 2.94
H 0.04 -0.15 -5.95
C -4.07 2.70 -1.60
C 2.78 -4.21 -2.79
C 0.49 1.36 4.75
H -1.75 1.17 2.24
N 0.60 -2.76 -2.00
C 1.09 3.32 1.35
C 2.85 0.62 4.79
H 3.58 -3.60 -5.07
C -0.73 -2.88 2.25
H 0.18 -3.82 3.95
N -2.73 6.63 0.80
C -0.97 3.43 0.38
N 3.23 -0.23 -3.16
H 1.77 5.00 2.50
H 4.83 -0.14 4.74
C 1.00 -2.63 -3.20
H -0.33 -1.89 2.48
C -0.18 5.31 1.64
C 0.27 0.52 2.04
C -3.16 3.38 -0.80
N -0.35 0.19 -5.08
H -2.69 -4.42 -0.03
O -2.95 -1.84 -0.33
C -1.99 2.74 -0.41
S -4.15 6.92 0.09
H -0.32 6.31 2.04
H -4.46 0.82 -2.57
H 0.57 -1.98 -5.11
C -2.61 0.82 -1.51
N -1.71 1.46 -0.74
H 2.94 1.02 5.80
C -2.05 -4.31 0.84
C -3.78 1.41 -1.96
N -4.39 5.51 -0.65
C -1.17 4.73 0.86
C -0.94 -5.21 2.77
C -0.80 1.03 2.75
C 2.57 -0.46 2.26
H -0.71 -6.06 3.40
H -1.58 1.84 4.60
H 2.10 -4.62 -2.05
H -0.31 1.06 -2.88
H -2.38 -0.19 -1.76
H 1.99 2.74 1.51
C 1.47 0.29 2.78
C 2.71 -2.97 -4.94
*
```

=====

(4)
Below is a molecular structure, C5H9NOS at a distorted geometry, with properties calculated with ωB97M-V/def2-TZVPD.

Computed properties:
E_tot ... -19702.6138 eV
Lowest unoccupied orbital energy ... 0.673 eV

Structure (ORCA input):
```
! wB97M-V def2-TZVPD RIJCOSX def2/J DEFGRID3
* xyz 0 1
S -2.11 -0.88 0.05
O 0.04 1.79 -0.85
H -1.91 1.10 1.51
H -2.32 1.61 -0.15
C 0.77 0.34 0.98
C -0.48 -0.65 -0.73
C -1.76 0.87 0.44
N 1.61 -0.69 0.38
H 0.94 1.59 -1.18
H 0.45 -2.41 0.19
H 1.30 1.24 1.42
H 1.25 -2.06 -1.23
H 0.31 -0.23 1.79
C 0.71 -1.56 -0.42
C -0.33 0.71 -0.08
H -0.73 -0.60 -1.83
H 2.28 -0.16 -0.28
*
```

=====

(5)
Below is a gas-phase ion, C2H6N2 (charge +1) at a distorted geometry, with properties calculated with ωB97M-V/def2-TZVPD.

Computed properties:
E_tot ... -5141.8594 eV
Lowest unoccupied orbital energy (alpha / beta) ... -5.332 / -7.714 eV

Structure (ORCA input):
```
! wB97M-V def2-TZVPD RIJCOSX def2/J DEFGRID3
* xyz 1 2
H 0.05 -1.77 -0.42
C 0.52 0.55 0.73
H -1.09 -1.10 -1.58
C -0.18 -0.90 -1.03
N -0.41 0.25 -0.12
H 0.63 -0.72 -1.74
N 0.44 1.52 1.65
H -0.35 1.31 2.27
H 1.35 -0.16 0.73
H -0.96 1.02 -0.49
*
```

=====

(6)
Below is a molecular structure, C19H14BrHoN3O2S3, with properties calculated with ωB97M-V/def2-TZVPD.

Computed properties:
E_tot ... -156849.1846 eV
Lowest unoccupied orbital energy (alpha / beta) ... 2.165 / 2.165 eV

Structure (ORCA input):
```
! wB97M-V def2-TZVPD RIJCOSX def2/J DEFGRID3
* xyz -1 5
C 1.37 0.88 -2.96
N 1.59 -0.42 -2.57
H -6.16 -3.89 1.04
C -3.16 -2.68 1.29
Br -6.29 -3.68 -1.91
O -0.65 -2.50 -1.03
H 0.66 2.85 -2.38
C -2.83 -2.43 -0.04
H 1.66 2.00 -4.84
H -0.07 3.48 -0.43
C 2.34 2.65 3.64
H 0.28 0.59 1.94
C 2.09 -1.04 -3.66
C 0.76 2.60 1.35
C -4.96 -3.26 -0.63
H -2.45 -2.44 2.07
S 0.91 -2.23 2.02
C 2.58 -1.73 2.23
H 1.42 4.62 1.04
S 3.35 -0.92 0.88
Ho 0.94 -0.86 -0.33
C -3.75 -2.74 -1.03
H 2.55 -0.42 -5.73
C -0.04 2.51 0.07
C 1.47 3.75 1.68
O -1.27 -0.66 0.02
H 2.35 -2.09 -3.62
C 2.25 3.77 2.83
N 0.54 1.50 -0.82
C -5.21 -3.47 0.72
N -4.32 -3.19 1.66
H -1.06 2.20 0.30
C -1.50 -1.84 -0.39
C 1.64 1.50 3.31
H -3.52 -2.58 -2.07
H 2.98 2.66 4.52
C 2.19 -0.17 -4.74
H 1.73 0.60 3.91
H 2.80 4.67 3.09
C 0.84 1.49 2.18
C 0.83 1.82 -2.02
S 3.38 -1.95 3.69
C 1.73 1.07 -4.29
*
```

=====

(7)
Below is C4H6O2 in the gas phase, with properties calculated with ωB97M-V/def2-TZVPD.

Computed properties:
SMILES ... C[C@H]1O[C@H]1C=O
E_tot ... -8338.4208 eV
Lowest unoccupied orbital energy ... 0.788 eV

Structure (ORCA input):
```
! wB97M-V def2-TZVPD RIJCOSX def2/J DEFGRID3
* xyz 0 1
H 0.31 1.58 1.19
H 2.11 0.17 -0.17
C -0.83 -1.53 0.04
H 1.49 1.61 -1.02
C -0.93 -0.14 0.64
H -1.58 -0.03 1.51
O -1.16 0.95 -0.24
H 0.84 0.01 -1.41
O -0.03 -2.36 0.40
C 0.12 0.85 0.40
H -1.57 -1.74 -0.75
C 1.22 0.64 -0.59
*
```

=====

(8)
Below is 21 unconnected molecules or ions with the total composition C105H105N21 at a distorted geometry, with properties calculated with ωB97M-V/def2-TZVPD.

Computed properties:
E_tot ... -141872.6956 eV
Lowest unoccupied orbital energy ... 0.403 eV

Structure (ORCA input):
```
! wB97M-V def2-TZVPD RIJCOSX def2/J DEFGRID3
* xyz 0 1
C 2.49 5.31 -2.08
H 6.86 -1.22 -2.42
C 0.81 -3.01 0.30
H -0.71 -1.65 3.02
H -6.71 -4.04 3.75
C -2.54 -2.52 -2.24
H 2.46 8.57 -4.01
N 3.35 0.69 0.84
C -6.05 1.06 5.62
C 5.93 -2.74 -1.27
C -3.69 -2.89 3.65
H -0.65 4.95 -5.67
H 0.01 6.34 3.70
C 4.84 2.26 -4.39
H 8.21 -5.30 -2.79
C -3.41 5.04 -0.93
C 3.95 -0.03 -3.34
C -6.00 -2.71 2.24
C 0.84 3.10 3.16
C -3.60 -2.38 10.16
H -3.99 -5.29 -3.45
H 1.19 2.18 3.63
C 0.88 -4.02 1.26
H 1.18 1.61 -2.71
H 0.78 4.27 4.96
C -1.54 0.66 -0.25
H -8.68 3.19 5.27
C 0.50 0.33 -1.17
H -2.93 -0.49 -2.98
C 5.15 2.24 0.65
H 4.87 -1.28 -9.40
C -5.93 0.91 -2.33
H -1.47 5.92 -4.08
C -7.11 2.59 -1.12
C -2.34 -1.95 9.71
H 3.53 -0.96 -2.88
H -5.06 -1.24 1.05
H -5.79 0.39 -3.23
H -7.41 0.21 2.54
C -3.23 -1.60 -3.01
C -5.03 2.95 -6.56
C -3.91 2.59 -5.80
H -0.21 -0.33 -4.03
C -3.30 3.05 4.21
H 4.42 8.05 -2.71
H 7.06 1.67 1.20
C 6.90 -2.65 -7.08
H 1.11 0.12 2.58
C 3.70 0.30 -4.68
C 4.27 -2.15 -7.45
H 7.17 -1.76 -8.98
C 0.65 3.12 -8.14
H -5.57 -3.18 9.48
C -7.32 0.77 3.59
N -0.03 3.08 -5.42
H 3.82 -1.07 1.78
H 0.98 3.13 -9.20
H -2.76 2.27 -0.99
C -0.36 -1.78 -5.66
N -4.78 -3.48 4.15
N 1.33 -1.71 -3.93
C 2.06 -0.40 4.46
C -3.74 4.64 -2.24
H 6.32 -3.23 -5.10
C 1.49 5.63 -2.99
C 6.01 -3.00 4.17
C -2.56 1.94 6.19
H 5.73 -6.09 3.36
C 5.15 1.86 -3.11
C -2.30 5.86 -0.77
H 0.17 4.49 0.06
C -5.28 0.56 -1.16
H -1.17 2.93 -2.61
H 3.13 -0.44 -5.21
H 4.27 6.00 -1.16
H 8.49 -2.84 -3.48
C -0.84 2.11 -2.00
C -4.24 -2.67 7.82
C 3.79 1.89 0.51
N -0.38 -0.04 -0.23
H 5.25 -2.01 -0.84
C 1.91 -2.72 -4.57
C -5.87 -3.43 3.41
C -0.19 4.17 -6.19
H -1.57 -1.64 10.45
N 4.60 -2.62 -6.25
H 0.45 -2.09 0.58
C -5.69 1.95 -7.18
H 3.10 2.52 -0.03
C -6.38 2.16 0.03
C -2.01 5.72 -3.16
C 1.59 -4.99 9.22
C 7.64 -4.46 -2.38
C 0.19 -2.91 -6.19
C 5.14 -1.79 -8.50
C 0.19 -1.20 -4.54
H 1.17 1.09 -7.78
H -5.71 -0.08 -7.73
H 3.29 -5.55 3.48
C 4.66 -2.62 4.23
H 5.51 3.20 0.24
H 3.41 -2.68 10.55
H -3.51 3.34 -5.12
H -4.78 -1.49 -4.54
H -4.15 4.87 -0.20
H -3.79 -2.37 11.20
H 0.18 5.23 -8.09
C -4.55 -2.83 9.24
H -5.39 3.99 -6.53
C 1.13 -0.59 3.43
N -2.33 0.75 4.04
H -1.74 -2.27 -1.54
C 5.36 -5.11 3.61
C 5.96 -2.84 -6.08
H 2.96 -3.03 -4.23
C 0.84 2.00 -7.37
C -4.94 -1.95 1.83
H 3.19 -1.90 -7.65
N 2.08 -4.07 10.06
N 4.75 0.73 -2.56
H 7.98 -2.87 -6.91
C 4.00 -4.78 3.65
C 1.29 -3.26 -1.02
C -6.89 2.11 5.89
H -1.21 -1.40 -6.18
H 4.65 -2.95 8.37
H -6.88 2.66 6.82
N 6.83 -4.93 -1.41
H -2.44 -4.52 -1.62
C 0.56 3.08 1.81
N 6.36 -4.25 3.88
N -4.44 -3.37 -4.09
C 0.22 4.33 1.14
C 6.02 1.37 1.20
C -2.85 -3.85 -2.31
H -0.42 -3.38 -7.00
C 7.76 -3.17 -2.78
C 3.69 -3.49 8.52
H 5.07 3.32 -4.62
H 0.72 -5.64 9.57
C -1.80 1.73 -1.09
N -4.17 0.27 -6.39
H 0.53 1.14 -5.34
H -4.96 -2.82 7.01
H -2.83 -2.94 4.26
H -2.72 1.00 -5.08
C -3.79 -4.27 -3.30
C 0.11 -2.10 4.99
C 0.14 4.27 -7.57
H 0.41 -3.93 2.23
C 2.03 -5.08 7.93
H 0.72 2.17 1.21
N 0.08 5.44 1.85
C -2.19 0.82 5.42
H -0.71 -2.71 5.25
C 2.57 7.54 -3.59
C 3.62 6.16 -1.97
H 5.33 -4.45 -0.08
C 4.22 -0.13 1.46
C 3.63 -3.48 3.95
H 0.59 4.99 -3.06
H 2.20 -4.81 -2.20
N -2.00 -1.94 8.42
C -1.61 6.17 -1.92
H -5.67 -0.53 4.19
C 0.62 4.28 3.86
N 1.40 -5.21 1.01
C -4.15 -2.09 -3.90
H 4.43 -1.65 4.63
C 5.59 0.13 1.67
C -3.75 -2.17 2.47
C 0.42 2.04 -6.01
H 2.95 0.24 4.27
H -5.24 0.68 6.19
C -7.98 2.39 5.03
H -1.89 -0.13 5.83
H 1.08 -2.49 6.81
H -2.45 1.90 7.32
N -5.49 1.16 -0.01
H -0.82 6.94 -1.84
H -7.82 3.38 -1.02
H -6.58 2.01 -7.69
N 1.47 6.75 -3.67
H 1.24 -2.52 -1.83
C 0.25 5.43 3.15
H -3.03 1.90 2.46
N 2.06 -1.07 5.67
H 6.19 -0.56 2.24
H 1.48 -5.78 7.24
C -3.02 3.11 5.58
H -2.30 0.22 0.38
H -7.38 2.18 -3.20
C 1.81 -4.49 -1.26
H 3.54 1.92 -6.05
H 5.63 2.61 -2.46
H 2.62 -3.19 4.10
H -2.71 -1.98 6.51
C -5.21 0.62 -7.06
H 1.80 -4.36 -5.98
N -8.15 1.78 3.87
C -2.89 1.89 3.52
C 1.30 -3.40 -5.62
H 2.47 4.37 -1.55
C 3.11 -4.25 7.53
C -3.58 1.25 -5.72
H 6.88 -2.36 4.35
C 3.07 -3.33 9.76
C -6.89 1.93 -2.31
C 3.61 7.28 -2.75
C 0.37 1.38 -2.04
C -6.29 0.33 4.45
H -2.82 -1.71 2.10
C 4.07 1.46 -5.22
H 2.26 -6.45 -0.33
N -3.04 4.89 -3.33
C 6.02 -4.03 -0.84
H -6.61 2.65 0.97
C 6.81 -2.28 -2.18
H -4.57 -0.28 -1.14
C 1.85 -5.48 -0.22
C 1.10 -1.86 5.91
C 0.11 -1.46 3.71
H -4.55 3.96 -2.37
H 3.64 -4.24 6.62
C 6.47 -2.13 -8.31
C -2.98 -2.18 7.55
H 1.47 -0.12 -1.10
H -3.24 3.96 6.17
H -6.96 -2.48 1.81
H -3.77 3.85 3.63
H -1.98 6.31 0.16
*
```

=====

Question: What is the E_tot in the first record?
Answer: -8805.2991 eV